1.
Below is a cluster of 5 separate species, C2H12O5 in total at a distorted geometry, with properties calculated with ωB97M-V/def2-TZVPD.

Its SMILES is CC=O.O.O.O.O. The calculation puts the frontier orbital gap at 10.97 eV. The HOMO energy comes out at -10.544 eV. The largest force on an atom comes out at 3.07 eV/Å. The calculation puts the relative energy (zero: lowest compared OMol25 entry of this formula, charge and spin) at 0.689 eV.

Geometry as ORCA input:
```
! wB97M-V def2-TZVPD RIJCOSX def2/J DEFGRID3
* xyz 0 1
C -0.497 1.689 0.176
C -0.618 1.942 1.718
O -0.871 1.197 2.657
H 0.579 1.569 0.084
H -1.094 0.845 -0.243
H -0.880 2.572 -0.335
H -0.033 2.890 1.916
O 0.763 -0.076 -4.835
H 0.791 -0.429 -3.950
H 0.493 0.822 -4.705
O -0.694 -1.594 2.987
H -1.104 -1.420 3.869
H -0.506 -0.600 2.735
O -0.361 -1.645 0.058
H -0.682 -2.366 -0.433
H -0.788 -1.725 0.939
O 1.920 -0.604 -1.871
H 1.278 -0.863 -1.175
H 2.582 -1.307 -2.037
*
```

2.
Below is the molecule C2HClN2OS at a distorted geometry, with properties calculated with ωB97M-V/def2-TZVPD.

The calculation puts the frontier orbital gap (alpha / beta) at 8.43 / 6.73 eV. The HOMO energy (alpha / beta) comes out at -7.961 / -10.135 eV. The largest force on an atom comes out at 3.68 eV/Å. The calculation puts the relative energy (zero: lowest compared OMol25 entry of this formula, charge and spin) at 0.000 eV.

Geometry as ORCA input:
```
! wB97M-V def2-TZVPD RIJCOSX def2/J DEFGRID3
* xyz 0 3
C 0.002 -0.840 -0.326
C -0.716 0.479 0.073
N 1.384 -0.830 -0.097
N 1.802 0.131 0.563
O -0.654 -1.780 -0.639
S 0.776 1.398 0.785
Cl -1.341 1.259 -1.319
H -1.254 0.182 0.960
*
```

> The highest relative energy (zero: lowest compared OMol25 entry of this formula, charge and spin) belongs to which entry?

C2H12O5